A 8-piece molecular cluster, C18H52N4O8 overall at a distorted geometry, computed with ωB97M-V with the def2-TZVPD basis set.

Each line ends with the Mulliken charge.
Geometry (Å):
1 N 2.05 3.54 1.43  -0.2912
2 C 1.13 4.46 1.61  0.7151
3 N 1.29 5.53 0.85  -0.4067
4 O 0.18 4.31 2.36  -0.6835
5 H 2.01 2.70 1.98  0.1167
6 H 2.89 3.71 0.89  0.1554
7 H 0.61 6.26 1.00  0.2311
8 H 2.02 5.65 0.17  0.1660
9 N 5.39 0.24 -0.69  -0.3943
10 C 4.71 0.53 -1.82  0.5545
11 N 3.48 0.15 -1.73  -0.0061
12 O 5.15 1.10 -2.81  -0.7489
13 H 4.82 -0.28 -0.05  0.1894
14 H 6.32 0.63 -0.72  0.2022
15 H 2.86 0.37 -2.50  0.0806
16 H 3.12 -0.17 -0.85  0.2272
17 C -5.00 -1.25 -3.76  -1.4264
18 C -4.72 0.15 -3.21  0.4921
19 C -4.06 0.08 -1.86  -0.9677
20 O -3.88 0.82 -4.12  -0.5654
21 H -5.67 -1.78 -3.07  0.3631
22 H -4.14 -1.90 -3.90  0.3271
23 H -5.54 -1.33 -4.70  0.3679
24 H -5.65 0.70 -3.06  0.2915
25 H -3.09 -0.41 -1.92  0.0499
26 H -4.71 -0.45 -1.16  0.3917
27 H -3.91 1.07 -1.43  0.3281
28 H -4.13 1.75 -4.18  0.3276
29 C -3.80 0.03 4.46  -1.2109
30 C -2.92 -0.42 5.63  0.6396
31 C -1.54 0.15 5.59  -1.0533
32 O -3.65 -0.03 6.78  -0.5393
33 H -4.80 -0.36 4.64  0.4207
34 H -3.54 -0.41 3.49  0.1746
35 H -3.84 1.11 4.31  0.2973
36 H -2.88 -1.50 5.49  0.1640
37 H -1.01 -0.01 4.66  0.1113
38 H -0.91 -0.17 6.42  0.3377
39 H -1.71 1.22 5.72  0.3451
40 H -4.52 -0.41 6.73  0.3336
41 C -1.03 -1.10 -0.12  -1.6756
42 C -0.68 0.36 0.18  1.1469
43 C -0.83 0.68 1.64  -1.0379
44 O 0.63 0.50 -0.22  0.2295
45 H -0.98 -1.30 -1.20  0.4105
46 H -2.10 -1.26 0.00  0.4792
47 H -0.49 -1.86 0.44  0.1320
48 H -1.38 0.95 -0.41  -0.0591
49 H -0.81 1.76 1.77  0.2540
50 H -0.09 0.17 2.26  -0.0463
51 H -1.85 0.42 1.92  0.3048
52 H 0.71 0.84 -1.12  -0.2128
53 C 2.05 -3.20 -1.13  -0.7218
54 C 1.25 -4.19 -1.98  0.3655
55 C 1.42 -4.04 -3.49  -1.3385
56 O 1.56 -5.50 -1.46  -0.5721
57 H 3.08 -3.26 -1.48  0.4869
58 H 2.16 -3.58 -0.11  0.2648
59 H 1.70 -2.17 -1.17  0.0354
60 H 0.19 -4.05 -1.79  0.2143
61 H 0.79 -4.74 -4.04  0.3807
62 H 2.44 -4.27 -3.79  0.3459
63 H 1.34 -2.98 -3.71  0.2720
64 H 0.97 -6.16 -1.83  0.3229
65 C 3.68 -2.10 2.33  -1.5277
66 C 2.34 -1.36 2.11  0.0295
67 O 2.64 -0.63 0.97  -0.3181
68 H 3.98 -2.73 1.49  0.3060
69 H 3.72 -2.65 3.27  0.3980
70 H 4.39 -1.29 2.49  0.3604
71 H 2.24 -0.76 3.02  0.2541
72 H 1.49 -2.01 1.92  0.2628
73 H 1.88 -0.18 0.58  0.1202
74 C -0.08 3.45 -2.31  -0.8163
75 C 1.24 2.85 -2.75  -0.2469
76 O 1.07 1.46 -3.13  -0.5510
77 H -0.87 3.35 -3.05  0.3570
78 H 0.16 4.48 -2.02  0.3243
79 H -0.49 2.99 -1.41  0.1200
80 H 1.99 2.80 -1.96  0.1373
81 H 1.70 3.45 -3.53  0.4195
82 H 0.42 1.47 -3.84  0.2824

Relative energy (zero: lowest compared OMol25 entry of this formula, charge and spin): 46.7 kcal/mol
Structure (SMILES): NC(N)=O.NC(N)=O.CC(C)O.CC(C)O.CC(C)O.CC(C)O.CCO.CCO
Highest occupied orbital energy: -9.28 eV
Orbital gap: 9.57 eV



C5H7IO in the gas phase at a distorted geometry, computed with ωB97M-V with the def2-TZVPD basis set.

Each line ends with the natural charge from an NBO analysis.
Geometry (Å):
1 C 1.18 0.72 -1.00  -0.4547
2 C 0.11 -1.39 0.20  -0.0657
3 C -0.66 0.23 1.68  0.0514
4 C 0.12 -0.27 -0.90  -0.3574
5 C -0.15 1.13 -0.50  -0.2546
6 O 0.17 -0.81 1.53  -0.5107
7 I -1.60 2.45 -1.21  0.1601
8 H 1.92 0.73 -0.32  0.2134
9 H 1.51 1.13 -2.05  0.2201
10 H -1.00 -1.92 0.15  0.1881
11 H 1.04 -2.11 0.18  0.2213
12 H -0.58 0.89 2.59  0.2030
13 H -1.73 -0.06 1.43  0.1556
14 H -0.33 -0.71 -1.80  0.2302

Relative energy (zero: lowest compared OMol25 entry of this formula, charge and spin): 77.8 kcal/mol
Highest occupied orbital energy (alpha / beta): -7.92 / -7.92 eV
Orbital gap (alpha / beta): 8.18 / 8.18 eV



C8H16N3OP in the gas phase at a distorted geometry, computed with ωB97M-V with the def2-TZVPD basis set.

Each line ends with the natural charge from an NBO analysis.
Geometry (Å):
1 C 0.44 -2.13 -0.28  -0.2863
2 C -0.84 2.55 0.14  -0.2865
3 C 1.78 -1.38 -0.68  0.1230
4 C -1.83 1.51 0.41  0.0793
5 C 3.03 -1.70 0.11  -0.6169
6 C 2.00 -1.16 -2.15  -0.6178
7 C -2.27 1.42 1.91  -0.5896
8 C -2.82 1.28 -0.63  -0.6227
9 N 0.68 -0.67 -0.08  -0.2986
10 N -0.53 1.10 0.23  -0.2784
11 N -0.10 0.28 -0.83  -0.4698
12 O 0.50 -1.52 2.56  -1.0027
13 P 0.97 -0.22 2.06  1.4483
14 H -0.24 -2.32 -1.06  0.2147
15 H 0.43 -2.72 0.61  0.2240
16 H -0.84 3.12 -0.80  0.2065
17 H -0.33 3.06 0.93  0.1909
18 H 3.57 -2.52 -0.31  0.2339
19 H 2.81 -1.74 1.20  0.2022
20 H 3.69 -0.80 0.08  0.2105
21 H 2.35 -0.14 -2.29  0.2246
22 H 1.03 -1.35 -2.52  0.2295
23 H 2.77 -1.83 -2.54  0.2097
24 H -2.67 0.44 2.05  0.2063
25 H -2.98 2.18 2.08  0.2081
26 H -1.43 1.59 2.56  0.1953
27 H -3.52 2.09 -0.85  0.2135
28 H -3.37 0.40 -0.40  0.2104
29 H -2.27 1.17 -1.51  0.2386

Relative energy (zero: lowest compared OMol25 entry of this formula, charge and spin): 148.7 kcal/mol
Highest occupied orbital energy: -6.68 eV
Orbital gap: 5.71 eV



C20H50F3N4O6Sr as an isolated structure at a distorted geometry, computed with ωB97M-V with the def2-TZVPD basis set.

Each line ends with the Mulliken charge.
Geometry (Å):
1 Sr -0.42 -0.06 0.25  0.5015
2 C -1.52 3.48 -0.29  -0.6163
3 O -0.21 4.03 -0.01  -0.6260
4 O -1.38 2.16 -0.54  -0.4148
5 C -2.50 3.82 0.83  0.6672
6 F -2.14 3.22 2.01  -0.2676
7 F -2.56 5.14 1.06  -0.3028
8 F -3.75 3.39 0.57  -0.2879
9 C -0.06 5.41 -0.35  -0.4211
10 C 1.42 5.79 -0.29  -1.1000
11 H 1.77 5.79 0.74  0.2860
12 H 2.03 5.13 -0.90  0.2286
13 H 1.51 6.81 -0.65  0.4291
14 H -0.60 6.00 0.38  0.2643
15 H -0.48 5.68 -1.33  0.3698
16 H -1.90 3.88 -1.24  0.3536
17 C 3.63 -2.83 -0.78  -1.4518
18 C 2.30 -2.35 -1.36  1.2714
19 C 1.91 -3.15 -2.61  -1.4701
20 O 0.52 -3.14 -2.87  -0.2017
21 C 0.21 -3.63 -4.18  -0.9379
22 N 1.23 -2.42 -0.29  0.0986
23 H 4.17 -3.34 -1.58  0.5087
24 H 3.57 -3.48 0.10  0.3194
25 H 4.32 -2.01 -0.56  0.3221
26 H 2.42 -1.30 -1.62  -0.6030
27 H 2.21 -4.19 -2.47  0.5047
28 H 2.38 -2.69 -3.48  0.4982
29 H -0.86 -3.85 -4.20  0.2189
30 H 0.77 -4.55 -4.32  0.3966
31 H 0.38 -2.84 -4.91  0.3342
32 H 0.44 -2.88 -0.75  0.0001
33 H 1.59 -3.16 0.30  0.2353
34 C -4.08 -1.80 -2.18  -1.5641
35 C -2.97 -1.48 -1.18  0.3855
36 C -2.60 -2.71 -0.28  -1.0053
37 O -1.56 -2.32 0.62  0.8138
38 C -1.12 -3.37 1.41  -1.0368
39 N -1.70 -1.03 -1.83  -0.2941
40 H -4.94 -2.14 -1.60  0.4352
41 H -3.79 -2.56 -2.90  0.3051
42 H -4.39 -0.88 -2.66  0.4331
43 H -3.27 -0.63 -0.56  0.0786
44 H -2.21 -3.50 -0.94  0.2976
45 H -3.43 -3.10 0.31  0.5706
46 H -0.54 -4.17 0.92  0.3650
47 H -1.91 -3.88 1.98  0.3015
48 H -0.47 -3.09 2.25  0.0522
49 H -1.52 -1.76 -2.51  -0.0400
50 H -1.99 -0.27 -2.46  0.2888
51 C 3.52 0.62 0.69  -1.0808
52 C 2.56 1.74 0.32  0.3221
53 C 2.19 1.78 -1.18  -1.1581
54 O 1.28 0.71 -1.50  0.9357
55 C 0.90 0.72 -2.86  -1.0335
56 N 1.30 1.71 1.04  -0.0362
57 H 3.70 0.68 1.77  0.4325
58 H 4.50 0.72 0.24  0.5466
59 H 3.08 -0.35 0.45  -0.3127
60 H 3.06 2.69 0.52  0.3652
61 H 3.10 1.66 -1.77  0.4710
62 H 1.74 2.75 -1.43  0.4028
63 H 0.08 1.45 -2.98  0.2263
64 H 0.51 -0.20 -3.29  0.0410
65 H 1.71 1.07 -3.50  0.3989
66 H 1.45 1.95 2.02  0.3153
67 H 0.68 2.44 0.72  0.1730
68 C -2.41 1.02 4.23  -1.5809
69 C -1.40 0.62 3.15  1.1158
70 C -0.38 -0.41 3.67  -1.3089
71 O 0.55 -0.75 2.63  0.8333
72 C 1.79 -1.24 3.13  -1.0504
73 N -2.24 0.08 2.03  -0.3362
74 H -1.98 1.67 5.00  0.3876
75 H -2.82 0.15 4.74  0.4062
76 H -3.27 1.57 3.85  0.4666
77 H -0.83 1.46 2.75  -0.3680
78 H -1.02 -1.26 3.92  0.3055
79 H 0.15 -0.03 4.54  0.4701
80 H 2.26 -0.42 3.68  0.3335
81 H 2.39 -1.56 2.29  0.1459
82 H 1.68 -2.11 3.78  0.3374
83 H -3.06 0.68 2.01  0.2103
84 H -2.64 -0.83 2.27  0.1292

Relative energy (zero: lowest compared OMol25 entry of this formula, charge and spin): 20.4 kcal/mol
Total charge: +1
Highest occupied orbital energy: -10.57 eV
Orbital gap: 8.62 eV



Number 4 is which compound?
C20H50F3N4O6Sr